1.
Here is a molecular structure, C28H27CrO3 at a distorted geometry from the OMol25 dataset. Energies are from ωB97M-V/def2-TZVPD.

**E_HOMO (spin up / spin down)**: -12.39 / -14.01 eV
**Spin multiplicity**: 4
**Orbital gap (spin up / spin down)**: 0.266 / 0.174 Eh
**Net charge**: +2
**LUMO energy (spin up / spin down)**: -5.142 / -9.280 eV

CARTESIAN COORDINATES (ANGSTROEM)
Cr  -4.0710  1.3027  0.4954
O  -1.7795  -0.3577  1.5296
O  -3.1573  3.6346  2.1608
O  -5.9187  0.2407  2.6192
C  2.1357  2.9325  2.5327
C  3.0923  -0.1574  0.4164
C  -0.4453  -2.0439  -1.6202
C  -3.4003  0.5643  -1.4243
C  -3.5055  2.7435  1.5418
C  -1.9804  -5.1328  -0.2198
C  4.7402  -0.4130  -1.5240
C  -2.6487  0.2724  1.1485
C  -0.8830  -5.9752  -0.1961
C  -4.2122  2.8619  -0.9964
C  -4.7265  0.0758  -1.1546
C  -5.2124  0.6479  1.8230
C  2.4558  0.7524  1.4335
C  5.4172  2.3754  -1.3524
C  -3.1630  1.9791  -1.3339
C  -2.3616  -0.3253  -1.6938
C  -1.4236  -1.1554  -1.7220
C  -1.8417  -3.8368  -0.6539
C  1.4530  0.1449  2.3567
C  -0.5972  -3.3552  -1.0974
C  4.0997  0.4730  -0.5087
C  0.3601  -5.5147  -0.5919
C  2.7724  2.0468  1.5147
C  -5.7701  0.9677  -0.8186
C  3.7821  2.6764  0.5918
C  -5.5109  2.3598  -0.7199
C  0.5062  -4.2219  -1.0318
C  4.4151  1.7678  -0.4285
H  2.5068  3.9554  2.4558
H  1.0532  2.9675  2.4051
H  -0.9982  -6.9954  0.1309
H  1.4730  -3.8582  -1.3328
H  1.7636  0.2433  3.3976
H  2.3456  2.5855  3.5452
H  3.3034  3.5115  0.0671
H  -6.7873  0.5889  -0.6749
H  0.5369  -1.7404  -1.9388
H  4.5760  3.1290  1.1975
H  -4.9266  -0.9909  -1.2740
H  -2.9433  -5.4925  0.1095
H  -4.0165  3.9340  -0.9252
H  5.8225  -0.4467  -1.3923
H  5.1042  2.2809  -2.3930
H  4.3703  -1.4366  -1.4475
H  5.5518  3.4386  -1.1480
H  6.3923  1.8979  -1.2483
H  0.4758  0.6168  2.2481
H  4.5344  -0.0663  -2.5376
H  1.2170  -6.1698  -0.5486
H  3.5750  -0.9882  0.9443
H  1.3216  -0.9187  2.1547
H  -6.3233  3.0515  -0.4916
H  -2.1623  2.3593  -1.5430
H  2.3001  -0.6155  -0.1872
H  -2.6867  -3.1712  -0.6488

Forces on atoms 1 to 6 (eV/Å):
-0.5 0.2 1.1
-0.7 0.4 -0.2
-0.4 -0.7 -0.6
0.8 0.5 -1.1
0.2 0.4 0.0
0.4 1.7 0.1

2.
Here is a molecular structure, C26H38BrNOP2Pt at a distorted geometry from the OMol25 dataset. Energies are from ωB97M-V/def2-TZVPD.

**E_HOMO (spin up / spin down)**: -19.43 / -20.85 eV
**Spin multiplicity**: 5
**Orbital gap (spin up / spin down)**: 0.196 / 0.206 Eh
**Net charge**: +4
**LUMO energy (spin up / spin down)**: -14.099 / -15.255 eV

CARTESIAN COORDINATES (ANGSTROEM)
Pt  0.1558  0.3769  -0.0692
Br  1.5338  4.0330  5.8088
P  -0.4259  -1.2885  -1.6005
P  2.6055  0.3124  -0.1207
O  -2.3358  1.9784  -0.6462
N  -1.9646  -5.4203  1.7723
C  -2.2054  -1.6883  -1.4797
C  0.3084  1.5466  5.1826
C  -0.0394  0.7825  2.9230
C  -2.8741  -4.4429  1.7725
C  3.1085  2.0419  -0.4255
C  0.0494  -1.8171  -4.3795
C  -0.1990  -3.8427  2.0872
C  -0.1065  -0.7351  -3.3173
C  -1.1517  -2.7935  2.1600
C  -0.1373  0.5681  4.3086
C  0.9232  2.9719  3.2687
C  0.4605  -2.8757  -1.3324
C  4.4591  2.5272  0.0892
C  -2.8324  -2.3503  -2.7031
C  -1.3541  1.3887  -0.4748
C  4.7083  -0.7367  1.5635
C  3.3202  -0.7473  -1.4232
C  3.2597  -0.2452  1.4900
C  -0.3381  -0.3392  2.0379
C  -0.7583  -1.4782  2.5195
C  0.4121  2.0074  2.4120
C  0.8488  2.7208  4.6267
C  -0.6664  -5.1469  1.9199
C  -2.5161  -3.1020  1.9225
C  -0.2006  -4.1582  -1.8450
C  4.7134  -0.3994  -1.9423
H  0.6077  -2.9569  -0.2442
H  -2.7350  -0.7547  -1.2500
H  0.2565  1.3929  6.2575
H  0.4882  -5.0010  -1.6912
H  4.5596  3.5863  -0.1790
H  -0.5408  -0.3943  4.6528
H  -0.4250  -4.1246  -2.9195
H  -0.8619  -2.4078  -4.5141
H  2.3134  2.6746  -0.0067
H  0.2605  -1.3426  -5.3439
H  5.4366  0.0333  1.2805
H  4.5479  2.4580  1.1795
H  -2.7935  -1.7117  -3.5909
H  4.8857  -1.6242  0.9440
H  2.5804  -1.0424  1.8281
H  3.3190  -1.7673  -1.0106
H  0.7884  -0.0983  -3.2857
H  0.8765  -2.5029  -4.1705
H  0.8617  -3.6480  2.2046
H  -2.3219  -2.3216  -0.5867
H  3.0546  2.1709  -1.5162
H  4.9687  -1.1212  -2.7281
H  5.4808  -0.4702  -1.1622
H  -3.9252  -4.7340  1.6774
H  5.3012  1.9904  -0.3618
H  -2.3706  -3.3094  -2.9514
H  3.1051  0.5948  2.1831
H  0.0257  -5.9952  1.9348
H  4.7604  0.6018  -2.3869
H  -1.1221  -4.4021  -1.2992
H  2.6073  -0.7533  -2.2618
H  1.3730  3.8924  2.8957
H  4.9137  -1.0183  2.6040
H  1.4617  -2.7679  -1.7759
H  -0.9405  -0.0693  -3.5786
H  -3.2699  -2.3217  1.9005
H  -3.8892  -2.5529  -2.5009
H  0.3876  2.2237  1.3274

Forces on atoms 1 to 6 (eV/Å):
2.8 -1.2 0.5
-0.6 -1.1 -1.0
-0.2 -1.1 -1.6
0.6 -1.3 0.5
3.8 -1.6 0.3
1.2 3.8 0.4